#a
# C9H13NO2

A 2-piece molecular cluster, C9H13NO2 overall (ωB97M-V with the def2-TZVPD basis set, OMol25).

Results
- HOMO energy: -8.4 eV
- SMILES: Cc1ccc(O)cc1.CC(N)=O
- Molecular weight: 167.2 g mol⁻¹

Element x y z (Å)
C1 -1.310 -0.776 -3.982
C2 1.288 -0.294 -0.681
C3 -0.095 -0.188 -0.441
C4 1.817 -0.243 -1.972
C5 -0.929 -0.364 -1.569
C6 0.918 -0.150 -3.016
C7 -0.454 -0.294 -2.831
O1 2.224 -0.139 0.316
H1 1.999 0.421 1.063
H2 -0.345 0.015 0.558
H3 2.866 0.004 -2.203
H4 -2.010 -0.417 -1.383
H5 1.366 -0.131 -3.994
H6 -0.872 -1.457 -4.714
H7 -1.784 0.096 -4.456
H8 -2.231 -1.221 -3.566
C8 0.157 -0.470 3.566
C9 -0.936 0.666 3.565
O2 -2.117 0.477 3.436
N1 -0.363 1.910 3.713
H9 0.092 -1.283 4.300
H10 1.088 0.085 3.824
H11 -0.882 2.771 3.750
H12 0.534 1.866 4.151
H13 -0.020 -0.883 2.565

Results of the Löwdin charge analysis, in e, for atoms 1 through 4: C -0.0546; C -0.3037; C 0.0103; C -0.0153

---

#b
# C9H13NO2

A 2-piece molecular cluster, C9H13NO2 overall (ωB97M-V with the def2-TZVPD basis set, OMol25).

Results
- HOMO energy: -8.4 eV
- SMILES: Cc1ccc(O)cc1.CC(N)=O
- Molecular weight: 167.2 g mol⁻¹

Element x y z (Å)
C1 -0.555 3.526 -0.225
C2 -0.091 3.107 -1.583
O1 -0.793 2.525 -2.371
N1 1.241 3.424 -1.933
H1 0.295 4.059 0.200
H2 -0.784 2.558 0.237
H3 1.613 2.866 -2.676
H4 1.884 3.877 -1.317
H5 -1.641 3.815 -0.276
C3 1.369 -3.160 -0.910
C4 -1.377 -0.986 0.486
C5 -1.171 -1.087 1.827
C6 -0.522 -1.563 -0.478
C7 0.522 -2.285 0.037
C8 0.056 -1.659 2.288
C9 0.899 -2.271 1.400
O2 -1.970 -0.471 2.746
H6 -2.352 -0.734 0.080
H7 -0.831 -1.566 -1.522
H8 0.032 -1.677 3.384
H9 -2.364 0.342 2.388
H10 0.828 -3.264 -1.877
H11 1.630 -4.100 -0.445
H12 1.852 -2.725 1.716
H13 2.228 -2.551 -1.175

Results of the Löwdin charge analysis, in e, for atoms 1 through 4: C -0.0100; C -0.5961; O 0.0372; N 0.1353

---

#c
# C9H13NO2

A 2-piece molecular cluster, C9H13NO2 overall (ωB97M-V with the def2-TZVPD basis set, OMol25).

Results
- HOMO energy: -8.7 eV
- SMILES: Cc1ccc(O)cc1.CC(N)=O
- Molecular weight: 167.2 g mol⁻¹

Element x y z (Å)
C1 -2.485 0.032 1.341
C2 -1.022 -0.043 -0.676
C3 -1.632 0.613 0.382
C4 -0.045 0.695 -1.526
C5 -1.454 1.985 0.484
C6 0.089 2.023 -1.332
C7 -0.662 2.703 -0.335
O1 1.108 2.701 -1.901
H1 -1.194 -1.059 -0.878
H2 0.306 0.066 -2.425
H3 -1.929 -0.434 2.219
H4 -3.099 -0.764 0.903
H5 -2.089 2.415 1.271
H6 -0.540 3.825 -0.362
H7 0.926 3.743 -1.523
H8 -3.226 0.735 1.881
C8 1.154 -2.398 1.042
C9 2.522 -2.409 0.415
O2 3.475 -2.830 1.019
N1 2.492 -1.812 -0.828
H9 0.404 -2.327 0.357
H10 0.846 -1.314 1.427
H11 3.333 -1.671 -1.429
H12 1.695 -1.430 -1.190
H13 1.027 -3.045 1.663

Results of the Löwdin charge analysis, in e, for atoms 1 through 4: C -0.0948; C -0.0116; C -0.3598; C -0.0119

---

Top of the stability list: #b, leading by 0.108 eV.

---

#a
# C6H7N3O2

A 2-piece molecular cluster, C6H7N3O2 overall (ωB97M-V with the def2-TZVPD basis set, OMol25).

Results
- HOMO energy (spin up / spin down): -8.2 / -8.3 eV
- Molecular weight: 153.1 g mol⁻¹

Element x y z (Å)
C1 -3.363 0.089 -0.027
C2 -2.302 -0.828 0.175
C3 -1.540 1.280 -0.006
C4 3.531 0.852 0.069
C5 0.060 -0.500 0.546
C6 4.056 1.850 -0.326
N1 -2.954 1.309 -0.134
N2 -1.172 -0.129 0.191
N3 0.631 -1.527 0.012
O1 0.374 -2.107 -1.054
O2 1.827 -1.919 0.629
H1 -4.405 -0.162 -0.099
H2 -2.325 -1.892 0.288
H3 -1.061 1.657 -0.915
H4 3.068 -0.006 0.458
H5 -1.207 1.901 0.830
H6 2.237 -2.577 0.040
H7 4.545 2.709 -0.677

Results of the Löwdin charge analysis, in e, for atoms 1 through 4: C -0.1166; C 0.0089; C -0.1464; C 0.0021

---

#b
# C6H7N3O2

One molecule with the formula C6H7N3O2 (ωB97M-V with the def2-TZVPD basis set, OMol25).

Results
- HOMO energy (spin up / spin down): -9.2 / -9.2 eV
- Molecular weight: 153.1 g mol⁻¹

Element x y z (Å)
C1 -0.843 1.025 -0.454
C2 -1.700 0.135 0.119
C3 1.698 -1.052 -0.362
C4 -0.834 -1.080 0.681
C5 0.448 -1.542 -0.198
C6 2.816 0.937 0.047
N1 0.558 1.087 -0.434
N2 1.572 0.287 -0.149
N3 -3.113 0.042 -0.011
O1 -3.591 1.060 -0.455
O2 -3.690 -0.979 0.294
H1 -1.243 1.960 -1.105
H2 -1.562 -1.894 0.689
H3 -0.359 -0.744 1.642
H4 0.341 -2.547 -0.546
H5 3.581 0.371 -0.533
H6 2.954 1.860 -0.365
H7 2.967 1.074 1.140

Results of the Löwdin charge analysis, in e, for atoms 1 through 4: C -0.0556; C -0.1245; C -0.0189; C -0.0703

---

Top of the stability list: #a, leading by 1.269 eV.

---

#a
# CH4N2O3

CH4N2O3 as an isolated structure (ωB97M-V with the def2-TZVPD basis set, OMol25).

Results
- HOMO energy (spin up / spin down): -10.1 / -10.2 eV
- Molecular weight: 92.1 g mol⁻¹

Element x y z (Å)
C1 1.042 -0.510 0.358
N1 -1.279 -0.498 -0.266
N2 -1.169 0.922 -0.494
O1 -1.725 -0.144 0.896
O2 -0.064 -1.196 -0.300
O3 1.573 0.520 -0.395
H1 -1.838 1.104 -1.256
H2 0.979 1.281 -0.323
H3 1.789 -1.296 0.439
H4 0.692 -0.182 1.341

Results of the Löwdin charge analysis, in e, for atoms 1 through 4: C -0.2641; N -0.2894; N 0.1809; O 0.0466

---

#b
# CH4N2O3

One molecule with the formula CH4N2O3 (ωB97M-V with the def2-TZVPD basis set, OMol25).

Results
- HOMO energy: -10.3 eV
- SMILES: NN(O)OC=O
- Molecular weight: 92.1 g mol⁻¹

Element x y z (Å)
C1 0.351 -0.618 1.689
N1 0.781 0.037 -1.289
N2 -0.116 0.477 -0.285
O1 -0.352 -0.705 0.551
O2 -1.339 0.734 -0.918
O3 0.476 -1.456 2.503
H1 0.925 0.425 1.750
H2 0.246 -0.358 -2.066
H3 1.097 0.909 -1.752
H4 -2.070 0.554 -0.182

Results of the Löwdin charge analysis, in e, for atoms 1 through 4: C -0.3945; N 0.0688; N -0.2416; O -0.0199

---

Top of the stability list: #b, leading by 3.363 eV.

---

#a
# H4N4O2

A 2-piece molecular cluster, H4N4O2 overall (ωB97M-V with the def2-TZVPD basis set, OMol25).

Results
- HOMO energy (spin up / spin down): -8.8 / -8.6 eV
- SMILES: [H]/N=N/N=[NH+]\[O-].O
- Molecular weight: 92.1 g mol⁻¹

Element x y z (Å)
N1 0.188 -1.472 -0.111
N2 -0.723 -2.073 0.426
N3 1.512 0.432 -0.236
N4 0.374 -0.267 -0.158
O1 -1.138 1.609 0.118
O2 2.535 0.409 0.522
H1 -1.880 0.866 0.225
H2 -0.729 -3.121 0.251
H3 1.430 1.235 -0.859
H4 -1.569 2.380 -0.179

Results of the Löwdin charge analysis, in e, for atoms 1 through 4: N -0.1341; N 0.0459; N -0.1233; N 0.0009

---

#b
# H4N4O2

One molecule with the formula H4N4O2 (ωB97M-V with the def2-TZVPD basis set, OMol25).

Results
- HOMO energy: -9.1 eV
- SMILES: NN/N=[N+](\[O-])O
- Molecular weight: 92.1 g mol⁻¹

Element x y z (Å)
N1 1.534 -0.378 1.349
N2 0.398 -0.498 0.652
N3 -0.053 0.457 -0.290
N4 -1.162 0.203 -0.720
O1 -1.932 -0.733 -0.579
O2 -1.443 1.241 -1.762
H1 2.313 -0.357 0.760
H2 1.616 0.318 2.148
H3 -0.316 -1.097 0.944
H4 -0.955 0.845 -2.501

Results of the Löwdin charge analysis, in e, for atoms 1 through 4: N 0.0004; N -0.1273; N 0.1079; N -0.3929

---

Top of the stability list: #b, leading by 0.633 eV.

---

#a
# C4H9OPS

A 2-piece molecular cluster, C4H9OPS overall (ωB97M-V with the def2-TZVPD basis set, OMol25).

Results
- HOMO energy (spin up / spin down): -8.3 / -8.1 eV
- Molecular weight: 136.2 g mol⁻¹

Element x y z (Å)
C1 1.548 0.341 -0.305
C2 1.229 0.784 1.113
C3 -1.412 0.928 -0.912
C4 0.665 -0.623 -0.906
O1 2.507 0.799 -0.910
P1 -0.359 -1.682 0.121
S1 -2.674 0.133 -0.103
H1 0.239 0.454 1.425
H2 1.296 1.870 1.165
H3 1.968 0.377 1.802
H4 -0.930 1.777 -0.472
H5 -1.485 0.915 -1.986
H6 0.786 -0.863 -1.951
H7 0.596 -2.574 0.626
H8 -0.760 -2.568 -0.878
H9 -2.395 0.576 1.128

Results of the Löwdin charge analysis, in e, for atoms 1 through 4: C -0.5973; C -0.0616; C -0.4710; C -0.3442

---

#b
# C4H9OPS

One molecule with the formula C4H9OPS (ωB97M-V with the def2-TZVPD basis set, OMol25).

Results
- HOMO energy: -8.7 eV
- SMILES: CC1(C)COPS1
- Molecular weight: 136.2 g mol⁻¹

Element x y z (Å)
C1 0.408 0.964 0.826
C2 -0.144 -0.267 0.105
C3 -1.243 -0.939 0.912
C4 -0.616 0.072 -1.301
O1 1.680 1.323 0.342
P1 2.697 0.150 -0.229
S1 1.312 -1.422 0.015
H1 -0.240 1.830 0.662
H2 0.473 0.769 1.902
H3 -1.623 -1.804 0.374
H4 -2.061 -0.240 1.076
H5 -0.864 -1.272 1.875
H6 -0.841 -0.838 -1.851
H7 0.147 0.628 -1.845
H8 -1.515 0.684 -1.252
H9 2.432 0.361 -1.609

Results of the Löwdin charge analysis, in e, for atoms 1 through 4: C -0.2967; C -0.8436; C -0.1102; C -0.1092

---

Top of the stability list: #b, leading by 4.093 eV.